# 1
This record from the Open Molecules 2025 dataset describes 2 unconnected molecules or ions with the total composition C3H9O. The level of theory is ωB97M-V/def2-TZVPD.

The charge is -1. Its energy above the lowest of the compared OMol25 structures with the same formula, charge and spin is 32.8 kJ/mol. The spin multiplicity is 1. Its max |F| is 1.0 eV Å⁻¹. The HOMO-LUMO gap is 0.2040 Ha. The value obtained for the LUMO energy is 3.6 eV.

Geometry as XYZ:
```
13
Properties=species:S:1:pos:R:3:lowdin_charge:R:1
O 2.849 2.828 0.756 -0.70
C 0.645 0.182 -0.078 -0.12
C -0.675 -0.496 0.352 -0.33
C -1.491 -1.074 -0.800 -0.14
H 2.421 2.336 1.467 -0.25
H 1.123 -0.355 -0.905 0.07
H -1.252 0.249 0.895 0.09
H 1.360 0.134 0.745 0.06
H -0.462 -1.264 1.094 0.09
H -1.003 -1.964 -1.184 0.06
H -2.448 -1.424 -0.408 0.06
H 0.516 1.233 -0.296 0.06
H -1.582 -0.384 -1.640 0.07
```

=====

# 2
This record from the Open Molecules 2025 dataset describes a molecular structure, C30H33AsMgN3O4PS2Te at a distorted geometry. The level of theory is ωB97M-V/def2-TZVPD.

Its energy above the lowest of the compared OMol25 structures with the same formula, charge and spin is 17.8 kJ/mol. The spin multiplicity is 1. Its max |F| is 1.4 eV Å⁻¹. The HOMO-LUMO gap is 0.2334 Ha. The value obtained for the LUMO energy is -0.4 eV.

Geometry as XYZ:
```
76
Properties=species:S:1:pos:R:3:lowdin_charge:R:1
Te -0.420 3.855 2.935 0.45
As -0.774 -2.023 -1.499 1.26
S -4.730 0.763 1.424 0.83
S -3.003 1.658 -0.736 0.61
P 0.427 4.012 0.742 0.15
Mg -0.492 1.390 -0.674 0.36
O 2.034 3.739 0.733 -0.30
O 0.292 5.522 0.188 -0.28
O -0.656 -0.386 -1.482 -0.49
O -0.062 3.195 -0.429 -0.40
N -0.900 0.709 1.139 -0.12
N 1.434 0.803 -0.109 0.06
N -2.136 0.624 1.659 -0.08
C 1.411 0.371 1.165 -0.24
C -0.749 -2.985 0.192 -0.27
C 2.889 4.384 1.679 -0.34
C -3.578 -1.978 -1.559 -0.09
C 1.954 -2.808 -1.708 -0.11
C 3.719 0.167 -0.302 -0.05
C -4.859 -2.198 -2.034 -0.06
C 3.148 -3.113 -2.340 -0.07
C 2.551 0.708 -0.816 -0.09
C 3.181 -3.265 -3.719 -0.07
C 0.122 0.429 1.857 -0.12
C -4.471 0.241 3.139 -0.40
C -2.670 -3.203 -3.430 -0.09
C -0.236 -5.032 1.353 -0.08
C 1.375 7.634 0.651 -0.07
C -1.333 -2.479 1.347 -0.08
C -3.095 0.999 0.826 -1.14
C 3.644 3.356 2.493 -0.08
C 0.785 -2.661 -2.452 -0.28
C -1.342 -3.240 2.508 -0.06
C 0.197 6.724 0.948 -0.33
C 3.707 -0.282 1.011 -0.06
C 2.028 -3.078 -4.467 -0.07
C -0.786 -4.510 2.517 -0.07
C -0.223 -4.277 0.192 -0.11
C 2.547 -0.176 1.757 -0.01
C -5.047 -2.918 -3.206 -0.07
C -3.956 -3.419 -3.902 -0.08
C -2.484 -2.481 -2.259 -0.27
C 0.832 -2.764 -3.838 -0.09
H -3.691 0.853 3.579 0.03
H -1.823 -3.615 -3.962 0.08
H -4.105 -3.979 -4.816 0.11
H -5.705 -1.801 -1.490 0.11
H 2.316 7.116 0.837 0.06
H 2.505 1.090 -1.829 0.13
H -0.787 -5.098 3.425 0.11
H -1.791 -2.831 3.404 0.11
H 4.174 2.662 1.838 0.07
H -3.432 -1.392 -0.658 0.08
H 0.192 -4.698 -0.714 0.10
H 2.061 -3.168 -5.545 0.11
H -0.053 -2.580 -4.431 0.10
H 0.183 -6.030 1.346 0.11
H 1.931 -2.675 -0.632 0.10
H 0.135 6.496 2.013 0.03
H 0.036 0.128 2.896 0.13
H 1.360 7.954 -0.391 0.08
H -0.735 7.212 0.656 0.12
H 4.112 -3.512 -4.214 0.11
H 2.947 2.795 3.117 0.06
H -6.048 -3.090 -3.580 0.11
H 1.331 8.517 1.290 0.08
H 2.507 -0.521 2.782 0.12
H -5.422 0.407 3.643 0.03
H 2.304 5.013 2.354 0.06
H 3.580 5.021 1.122 0.11
H -1.786 -1.493 1.359 0.07
H 4.369 3.858 3.137 0.08
H 4.607 0.099 -0.913 0.11
H 4.601 -0.709 1.447 0.11
H -4.199 -0.811 3.190 0.02
H 4.052 -3.225 -1.755 0.11
```

=====

# 3
This record from the Open Molecules 2025 dataset describes C8H14N2O4 in the gas phase at a distorted geometry. The level of theory is ωB97M-V/def2-TZVPD.

Its energy above the lowest of the compared OMol25 structures with the same formula, charge and spin is 432.6 kJ/mol. The spin multiplicity is 1. Its max |F| is 6.9 eV Å⁻¹. The HOMO-LUMO gap is 0.3694 Ha. The value obtained for the LUMO energy is 0.6 eV. As for the SMILES: N[C@@H](CO)C(=O)N1CCC[C@H]1C(=O)O.

Geometry as XYZ:
```
28
Properties=species:S:1:pos:R:3:lowdin_charge:R:1
O 0.083 2.350 2.314 0.04
O 1.154 1.061 -0.570 0.01
O 0.236 0.128 2.112 0.04
O 2.970 -0.784 -0.446 -0.11
N -0.770 0.071 -0.378 0.00
N 0.088 -1.559 -2.703 0.04
C 0.542 -0.022 -0.769 -0.32
C 2.367 -1.346 -1.656 -0.25
C -1.609 -1.185 0.158 -0.12
C -2.576 1.113 0.626 -0.11
C -2.665 -0.471 0.957 -0.15
C -1.069 1.349 0.398 -0.16
C -0.166 1.297 1.650 -0.50
C 0.932 -1.466 -1.504 -0.32
H 2.782 -2.339 -1.938 0.13
H 1.105 0.595 2.752 0.29
H -3.125 1.379 -0.302 0.11
H -2.067 -0.246 2.102 0.17
H -0.921 -1.897 0.959 0.18
H 0.059 -2.593 -2.924 0.10
H -2.999 1.780 1.369 0.11
H -3.619 -0.908 1.137 0.08
H 0.443 -0.871 -3.440 0.12
H -0.775 2.137 -0.262 0.15
H 2.626 -0.529 -2.425 0.15
H 0.660 -2.170 -0.691 0.14
H 2.594 0.165 -0.514 0.07
H -2.069 -1.732 -0.703 0.11
```

=====

# 4
This record from the Open Molecules 2025 dataset describes 11 unconnected molecules or ions with the total composition C36H96B5F20N6O12 at a distorted geometry. The level of theory is ωB97M-V/def2-TZVPD.

The charge is +1. Its energy above the lowest of the compared OMol25 structures with the same formula, charge and spin is 0.0 kJ/mol. The spin multiplicity is 1. Its max |F| is 3.5 eV Å⁻¹. The HOMO-LUMO gap is 0.2142 Ha. The value obtained for the LUMO energy is -4.1 eV.

Geometry as XYZ:
```
175
Properties=species:S:1:pos:R:3:lowdin_charge:R:1
F 2.425 -3.049 -4.387 0.12
F 1.372 -6.713 1.313 0.06
F -2.637 2.541 -5.593 0.13
F -0.479 3.357 -5.307 0.06
F -3.167 -5.351 -3.610 0.16
F 4.593 -3.076 -3.539 0.14
F -3.227 -3.441 -2.280 0.08
F -3.424 -3.328 -4.581 0.11
F 1.693 -5.647 -0.710 0.11
F -0.022 -7.175 -0.435 0.08
F 3.311 1.583 1.017 0.08
F 4.129 -1.870 -5.400 0.05
F 3.332 -1.203 -3.353 0.06
F 2.139 -7.906 -0.476 0.05
F 4.028 -0.141 -0.299 0.17
F 4.210 -0.330 1.966 0.14
F 2.165 -0.451 0.960 0.13
F -5.137 -4.126 -3.327 0.05
F -1.354 1.814 -3.875 0.06
F -0.898 1.181 -6.063 0.09
O 2.211 0.900 -2.764 -0.24
O 0.292 0.518 5.090 -0.19
O 7.379 1.581 -3.045 -0.19
O 3.899 6.005 -5.257 -0.19
O -4.108 -4.413 0.073 -0.15
O -4.637 -3.110 4.560 -0.20
O 3.527 3.915 -0.599 -0.21
O 2.830 -0.263 10.049 -0.19
O 3.461 6.161 -10.419 -0.20
O -4.555 -0.380 -3.475 -0.11
O -1.001 -2.198 0.480 -0.18
O -8.054 -2.753 7.814 -0.21
N 0.940 0.011 7.729 0.09
N 4.735 1.681 -1.583 0.07
N 1.050 -1.251 -1.508 0.10
N 3.470 5.303 -7.844 0.08
N -5.431 -2.100 -1.021 0.05
N -6.115 -1.242 5.867 0.06
C 0.210 -2.513 -1.555 -0.03
C -5.413 -4.223 0.505 -0.22
C 4.171 -0.737 10.330 -0.04
C -5.800 -0.980 4.398 -0.06
C -3.310 -5.096 1.027 -0.05
C 1.782 1.146 -4.117 -0.02
C 1.296 -0.477 5.331 -0.17
C -5.479 -0.029 -2.506 -0.24
C 2.634 4.564 0.262 -0.11
C -0.818 -2.461 1.845 -0.15
C 2.692 5.289 -5.452 -0.22
C 0.260 -0.019 -1.803 -0.10
C 5.046 1.013 -2.898 -0.08
C 1.161 1.171 -1.866 -0.20
C -3.382 -3.728 4.824 -0.05
C 8.707 1.124 -3.224 -0.11
C 1.928 -1.264 9.712 -0.23
C 0.694 -0.629 9.065 -0.09
C 3.554 7.143 -9.396 -0.18
C 4.044 6.421 -3.911 -0.08
C 2.890 6.690 -8.103 -0.07
C -6.185 -3.323 -0.467 -0.08
C -7.932 -1.336 7.669 -0.18
C -8.299 -3.116 9.175 -0.08
C -6.277 -1.205 -1.968 -0.04
C 2.743 4.545 -6.763 -0.07
C 5.590 2.786 -1.075 -0.07
C -0.051 -3.089 -0.173 -0.15
C -4.614 -1.828 4.002 -0.21
C -3.226 -0.454 -2.964 -0.08
C 2.232 6.060 -11.098 -0.09
C 4.755 3.520 -0.015 -0.20
C 6.469 0.508 -3.048 -0.21
C -1.032 0.027 4.967 -0.10
C -7.619 -1.170 6.175 -0.07
C 1.161 -1.089 6.694 -0.10
B 3.419 0.161 0.929 -1.21
B -1.344 2.237 -5.243 -1.27
B 3.603 -2.335 -4.146 -1.25
B -3.690 -4.099 -3.439 -1.24
B 1.289 -6.821 -0.090 -1.27
H 4.649 0.900 -0.920 0.06
H -3.640 -1.357 4.181 0.12
H 1.819 -1.217 -2.200 0.14
H -6.034 -5.120 0.609 0.14
H 3.061 5.513 0.606 0.09
H -8.940 -0.977 7.884 0.14
H -6.508 -1.967 -2.711 0.14
H 4.610 2.918 0.885 0.11
H -2.467 -0.660 -3.714 0.11
H -7.022 -2.881 0.073 0.12
H 1.825 5.959 -5.426 0.14
H -0.587 -4.028 -0.305 0.13
H -3.648 -4.913 2.057 0.07
H 4.435 5.466 -7.561 0.18
H 4.843 0.062 10.626 0.10
H 6.581 -0.243 -3.837 0.15
H 2.003 6.985 -11.644 0.10
H -8.007 -1.956 5.533 0.14
H -5.422 -3.710 1.481 0.10
H -2.243 -4.989 0.865 0.09
H 1.772 2.239 -4.132 0.09
H 0.159 0.507 7.296 0.16
H -0.014 -1.789 2.178 0.08
H 0.603 2.053 -2.203 0.13
H -1.691 -2.330 2.494 0.05
H 9.363 1.961 -2.985 0.09
H 6.713 -0.115 -2.169 0.14
H 4.077 -1.390 11.199 0.10
H 3.076 7.250 -7.189 0.13
H 5.972 3.515 -1.782 0.13
H 6.422 2.230 -0.648 0.14
H 0.453 0.265 9.647 0.14
H 2.511 4.560 -4.659 0.12
H 0.263 -1.704 6.735 0.13
H 5.023 6.879 -3.771 0.09
H -6.461 -3.825 -1.394 0.13
H 0.928 -3.157 -2.070 0.14
H -0.967 -0.701 4.151 0.08
H 3.023 8.052 -9.693 0.14
H 1.693 4.802 -0.235 0.09
H -4.709 -2.569 -1.570 0.10
H 0.867 -3.096 0.412 0.13
H 4.884 1.649 -3.766 0.14
H 1.639 -1.826 10.604 0.14
H -7.089 -0.970 8.259 0.13
H -5.116 0.657 -1.726 0.13
H -1.431 -0.432 5.884 0.07
H 3.401 7.293 -3.729 0.09
H -6.187 0.707 -2.907 0.13
H -0.126 -1.336 8.996 0.14
H -4.641 -1.959 2.915 0.13
H 1.782 4.139 -7.071 0.15
H 3.408 3.701 -6.567 0.14
H 1.490 1.474 -0.868 0.12
H 4.449 0.099 -2.926 0.10
H 1.642 -1.081 -0.678 0.14
H -0.400 -0.114 -2.665 0.11
H -7.961 -0.212 5.783 0.14
H 1.753 0.629 7.699 0.19
H -0.479 0.009 -0.996 0.13
H 4.632 7.295 -9.382 0.14
H -3.494 -4.773 5.093 0.11
H -5.658 -0.604 6.511 0.17
H 2.322 -1.945 8.948 0.12
H 2.378 3.882 1.080 0.09
H 2.197 0.139 5.277 0.15
H 8.969 0.833 -4.246 0.09
H -2.937 0.514 -2.545 0.08
H 3.422 4.862 -8.767 0.17
H -7.072 -0.937 -1.273 0.12
H 1.814 6.618 -8.249 0.14
H -0.696 -2.427 -2.148 0.13
H -4.919 -1.663 -0.258 0.17
H 3.818 5.707 -3.119 0.09
H 2.187 5.335 -11.908 0.10
H -7.600 -2.821 9.960 0.09
H -8.416 -4.197 9.167 0.10
H -3.559 -6.163 0.963 0.11
H -6.675 -1.318 3.844 0.14
H -2.788 -3.700 3.907 0.07
H 3.780 1.992 -1.794 0.14
H 1.377 -1.200 4.515 0.15
H 5.247 4.445 0.307 0.13
H 0.907 0.560 -4.380 0.10
H -3.163 -1.223 -2.188 0.07
H -9.262 -2.653 9.418 0.09
H 4.527 -1.257 9.442 0.09
H -2.844 -3.137 5.571 0.09
H -0.477 -3.478 2.065 0.10
H -5.777 -2.208 5.974 0.16
H 1.376 5.912 -10.433 0.09
H 8.987 0.270 -2.601 0.09
H 2.604 0.854 -4.773 0.10
H 2.043 -1.701 6.864 0.14
H -1.737 0.821 4.726 0.10
H -5.715 0.102 4.340 0.14
```